Entry 1:
{
  "formula": "C3H4N2O2S",
  "method": "ωB97M-V/def2-TZVPD",
  "e_above_lowest_kcal_mol": 212.0,
  "max_force_ev_per_a": 3.26,
  "gap_ev": [6.96, 8.77],
  "species": ["C", "C", "C", "N", "N", "O", "O", "S", "H", "H", "H", "H"],
  "xyz": [[-1.693246, -0.096483, -0.638342], [-1.385565, -1.372653, -0.628004], [-1.114946, 0.861984, 0.508637], [1.345849, 0.088704, 0.587138], [2.548634, -0.189970, 0.058354], [2.965551, -1.282313, 0.376555], [3.120316, 0.649899, -0.610274], [0.498025, 1.367836, 0.128786], [-2.575289, 0.215568, -1.305866], [-0.589365, -2.044684, -0.303369], [-1.883793, 1.621054, 0.470122], [-1.236172, 0.181056, 1.356258]],
  "atomic_forces_ev_per_a": [[-0.9, -1.1, -0.4], [0.5, 0.8, -0.5], [-2.0, -2.3, -1.1], [-2.6, -0.8, 1.3], [0.7, 0.5, 0.0], [0.4, -0.2, -0.3], [0.3, 0.2, -0.4], [1.4, 1.1, -0.8], [1.5, 0.0, 1.1], [-0.4, 0.2, 0.1], [0.6, 0.9, 0.7], [0.5, 0.8, 0.4]]
}

Entry 2:
{
  "formula": "C3H4N2O2S",
  "method": "ωB97M-V/def2-TZVPD",
  "e_above_lowest_kcal_mol": 107.5,
  "max_force_ev_per_a": 5.41,
  "gap_ev": 8.66,
  "species": ["C", "C", "C", "H", "H", "H", "H", "N", "N", "O", "O", "S"],
  "xyz": [[-0.723697, 0.201091, -0.062911], [-0.369349, 1.495199, -0.154677], [1.494824, 0.314601, -0.250669], [-1.790974, -1.282046, 0.903791], [-2.617446, 0.102096, 0.184078], [-0.807981, 2.453700, -0.224863], [1.654306, -1.814145, 0.396747], [-1.879374, -0.651940, -0.044097], [0.448656, -0.446278, -0.316476], [0.915747, 1.575393, -0.120479], [0.636313, -1.845406, -0.317221], [3.038980, -0.102261, 0.006774]],
  "atomic_forces_ev_per_a": [[-1.6, -1.4, -1.1], [-3.1, -0.4, 0.9], [-0.5, 2.9, 0.7], [-0.3, 2.0, -3.0], [0.8, -2.1, -0.4], [-1.1, 0.3, 0.2], [-2.9, -0.1, -2.8], [-0.7, 1.6, 3.4], [0.5, -4.2, -0.2], [5.3, 0.0, -1.0], [2.8, 2.0, 3.1], [0.9, -0.6, 0.1]]
}

Entry 3:
{
  "formula": "C3H4N2O2S",
  "method": "ωB97M-V/def2-TZVPD",
  "e_above_lowest_kcal_mol": 103.4,
  "smiles": "O=C[C@@H]1ONC=NS1",
  "max_force_ev_per_a": 3.01,
  "gap_ev": 9.35,
  "species": ["C", "C", "C", "H", "H", "H", "H", "N", "N", "O", "O", "S"],
  "xyz": [[-2.106226, -0.043551, 0.392681], [-0.824784, -0.156264, -0.358492], [1.917894, 0.394924, 0.038694], [-2.206474, -0.343825, 1.434435], [-0.863668, -0.536952, -1.370764], [1.819065, -1.714376, -0.428169], [2.960732, 0.398982, 0.271818], [1.296791, -0.766463, -0.400211], [1.339539, 1.520715, 0.388684], [-3.099976, 0.348121, -0.143021], [0.108664, -0.823456, 0.366799], [-0.341560, 1.722148, -0.192449]],
  "atomic_forces_ev_per_a": [[-0.8, -0.8, -0.1], [-0.3, 1.8, 0.6], [-0.4, 2.1, 1.4], [0.9, -0.1, 0.6], [-0.4, 0.4, -0.3], [-1.2, 2.4, 0.6], [0.8, -0.4, -0.1], [1.1, -1.0, -0.1], [-0.8, -1.9, -2.2], [-0.8, 0.5, -0.8], [0.4, -1.7, 0.1], [1.5, -1.1, 0.4]]
}

Entry 4:
{
  "formula": "C3H4N2O2S",
  "method": "ωB97M-V/def2-TZVPD",
  "e_above_lowest_kcal_mol": 163.7,
  "smiles": "CC1=NOC(=S)NO1",
  "max_force_ev_per_a": 9.37,
  "gap_ev": 8.80,
  "species": ["C", "C", "C", "H", "H", "H", "H", "N", "N", "O", "O", "S"],
  "xyz": [[1.045326, -0.160470, -1.946023], [0.221609, -0.094958, -0.582963], [-1.221318, -0.146794, 1.811805], [0.451919, -1.177198, -2.338539], [0.799135, 0.919207, -2.269401], [2.251078, -0.619476, -1.848391], [-0.336898, 1.807920, 1.602239], [-0.419832, -1.215090, -0.274128], [-0.773139, 0.991739, 1.040573], [-0.883413, -1.293157, 1.146143], [0.402548, 0.804749, 0.209649], [-1.537015, 0.183528, 3.449034]],
  "atomic_forces_ev_per_a": [[-0.8, -2.6, 1.8], [0.8, -8.6, -3.7], [3.7, 0.8, 0.3], [1.5, 3.2, -0.1], [1.1, -2.1, -0.8], [-3.7, 2.1, 0.0], [-1.9, -2.0, -0.5], [-0.1, 1.4, -0.6], [0.4, 2.2, 1.8], [-1.0, 1.7, 0.7], [0.5, 4.9, 3.6], [-0.4, -1.2, -2.5]]
}

Entry 5:
{
  "formula": "C3H4N2O2S2",
  "method": "ωB97M-V/def2-TZVPD",
  "e_above_lowest_kcal_mol": 77.5,
  "max_force_ev_per_a": 2.02,
  "gap_ev": 8.92,
  "species": ["C", "C", "C", "N", "N", "O", "O", "S", "S", "H", "H", "H", "H"],
  "xyz": [[3.485203, -3.343777, 0.236238], [4.052314, 0.058765, -0.335122], [-0.013230, 2.191166, 0.531771], [3.345417, -2.255767, -0.247316], [4.047779, -1.136494, -0.485120], [3.337149, -4.421557, 0.642421], [1.414941, 0.069014, 1.019429], [4.234196, 1.595252, -0.396824], [-0.158154, 0.434874, 0.938063], [-1.065265, 2.317586, 0.307880], [0.544589, 2.105775, -0.395816], [0.540230, 2.760794, 1.287893], [1.608134, 0.425985, 1.913732]],
  "atomic_forces_ev_per_a": [[-0.2, -0.2, 0.1], [-0.5, -1.9, -0.5], [0.4, -1.9, -0.5], [-0.1, 1.9, -0.4], [0.3, -0.4, 0.5], [0.4, -0.3, 0.2], [1.3, 0.0, 1.4], [0.1, 1.0, 0.2], [-1.6, 0.3, 0.0], [-0.1, 1.3, 0.2], [0.1, 0.8, -0.2], [-0.8, 0.1, -0.2], [0.7, -0.6, -0.7]]
}

Entry 6:
{
  "formula": "C3H4N2O2S2",
  "method": "ωB97M-V/def2-TZVPD",
  "e_above_lowest_kcal_mol": 17.0,
  "max_force_ev_per_a": 3.99,
  "gap_ev": 10.03,
  "species": ["C", "C", "C", "N", "N", "O", "O", "S", "S", "H", "H", "H", "H"],
  "xyz": [[0.503266, 0.979619, -0.224449], [-1.321232, 0.148826, 1.108975], [0.539868, -0.561852, -0.534122], [-0.583228, 1.170593, 0.560417], [-0.899189, -0.970455, 0.477792], [1.194425, 1.762040, -0.749537], [-2.271208, 0.279218, 1.800899], [0.291510, -1.210980, -2.193860], [2.021053, -1.292875, 0.037287], [-0.785533, 2.044150, 1.019861], [-0.952434, -1.922236, 0.952210], [-0.242305, -0.228426, -2.755827], [2.505007, -0.197623, 0.500354]],
  "atomic_forces_ev_per_a": [[-2.4, -3.2, -0.5], [0.8, -2.0, -2.4], [-3.2, -0.4, 1.9], [0.1, 2.7, 1.3], [3.0, -2.2, -1.2], [1.9, 2.1, -0.7], [-1.2, 0.6, 1.9], [1.2, -2.0, 1.3], [0.2, -1.8, 0.2], [0.3, 0.6, -0.5], [0.1, 1.9, -1.0], [-1.5, 2.4, -1.0], [0.8, 1.4, 0.7]]
}

Entry 7:
{
  "formula": "C3H4N2O3",
  "method": "ωB97M-V/def2-TZVPD",
  "e_above_lowest_kcal_mol": 122.8,
  "smiles": "O=C=C(O)/N=C\\NO",
  "max_force_ev_per_a": 3.79,
  "gap_ev": 8.36,
  "species": ["C", "C", "C", "N", "N", "O", "O", "O", "H", "H", "H", "H"],
  "xyz": [[0.925478, 0.128592, 0.442092], [-1.172966, -1.034740, -0.052021], [-1.754019, -1.248347, -1.197592], [0.062001, -0.792469, 0.493422], [1.016834, 1.309719, -0.401451], [-2.002151, -1.493931, 1.117923], [-2.378729, -1.525520, -2.111369], [2.244228, 1.978862, -0.286911], [1.768222, 0.052808, 1.141654], [-1.560400, -1.032200, 1.850608], [0.864140, 0.944465, -1.305406], [1.987362, 2.712761, 0.309051]],
  "atomic_forces_ev_per_a": [[0.7, 0.9, -0.3], [-0.9, -0.6, 3.6], [0.8, 0.5, 1.5], [1.2, 0.5, -0.5], [-1.1, -2.0, 1.9], [0.5, 0.6, -1.9], [-1.1, -0.4, -2.2], [-0.4, 0.3, 0.6], [-0.2, 0.2, -0.1], [-0.2, -0.2, -0.3], [0.2, 0.5, -1.7], [0.5, -0.4, -0.6]]
}

Entry 8:
{
  "formula": "C3H4N2O3",
  "method": "ωB97M-V/def2-TZVPD",
  "e_above_lowest_kcal_mol": 90.4,
  "smiles": "O=C1NO1.CN=C=O",
  "max_force_ev_per_a": 4.09,
  "gap_ev": 10.64,
  "species": ["C", "C", "C", "N", "N", "O", "O", "O", "H", "H", "H", "H"],
  "xyz": [[1.885626, -0.045378, 0.217118], [-1.637706, -1.286284, 0.007835], [-1.510739, 1.202575, 0.001496], [2.263138, -1.269409, -0.188610], [-1.263862, -0.163557, 0.121681], [1.567288, 0.696246, 1.087831], [-1.811448, -2.436280, 0.086646], [1.778408, -0.175167, -1.102932], [-1.099533, 1.803226, 0.876776], [-0.895267, 1.768913, -0.798828], [-2.538669, 1.307194, 0.027525], [3.262768, -1.402084, -0.336540]],
  "atomic_forces_ev_per_a": [[-1.4, 1.5, 0.8], [0.8, 0.6, 0.9], [3.1, 2.6, 0.6], [0.6, -2.1, 0.4], [0.8, -0.8, -0.3], [0.7, -0.5, -0.6], [-0.5, -0.8, -0.5], [0.0, 0.9, -0.6], [-0.6, -1.2, -0.5], [-1.5, -1.4, 0.5], [-2.1, 1.0, -0.6], [0.1, 0.3, 0.0]]
}

Entry 9:
{
  "formula": "C3H4N2O4",
  "method": "ωB97M-V/def2-TZVPD",
  "e_above_lowest_kcal_mol": 82.0,
  "smiles": "N/C=C\\[N+](=O)[O-].O=C=O",
  "max_force_ev_per_a": 4.33,
  "gap_ev": [9.60, 9.60],
  "species": ["C", "C", "C", "N", "N", "O", "O", "O", "O", "H", "H", "H", "H"],
  "xyz": [[-2.233152, -1.333751, 0.074593], [1.243346, -0.237519, 0.233223], [0.217008, 0.440872, 0.751961], [2.021329, 0.032648, -0.760962], [-0.610584, 1.334358, 0.041134], [-1.757696, 1.610775, 0.397225], [-1.442813, -1.667944, -0.702814], [-0.283397, 1.555276, -1.076413], [-3.023662, -0.967694, 0.827430], [2.694813, -0.678397, -0.933938], [1.632788, -0.992648, 0.882488], [-0.317859, 0.153110, 1.683102], [1.859882, 0.750911, -1.417024]],
  "atomic_forces_ev_per_a": [[0.0, 0.3, -0.3], [-0.5, 0.7, 2.4], [-2.4, 0.0, 2.6], [1.4, -0.7, -1.5], [-2.1, -1.4, 0.3], [0.7, 0.1, 1.5], [0.2, -0.3, -0.2], [2.0, 1.5, -3.5], [-0.4, -0.2, 0.5], [0.6, 0.0, -0.6], [0.0, -0.7, 0.2], [0.9, 0.0, -0.7], [-0.4, 0.6, -0.6]]
}

Entry 10:
{
  "formula": "C3H4N2OS",
  "method": "ωB97M-V/def2-TZVPD",
  "e_above_lowest_kcal_mol": 78.6,
  "smiles": "[H]/N=c1\\ccon1S",
  "max_force_ev_per_a": 3.63,
  "gap_ev": 9.35,
  "species": ["C", "C", "C", "H", "H", "H", "H", "N", "N", "O", "S"],
  "xyz": [[-1.574022, -1.124835, 0.279466], [-0.422479, -1.874626, 0.104252], [0.637608, -0.838749, 0.084493], [0.772669, 2.497100, 0.475735], [-2.630676, -1.500746, 0.499144], [-0.224041, -2.878566, -0.187261], [2.212248, -1.867224, -0.161753], [0.000878, 0.393725, 0.273471], [1.911583, -0.901727, 0.100463], [-1.396032, 0.173775, 0.396391], [0.362761, 1.809031, -0.576488]],
  "atomic_forces_ev_per_a": [[-0.2, -3.6, 0.4], [-1.1, 3.2, -0.4], [0.5, -1.0, 0.5], [0.1, 0.3, 0.4], [1.6, 0.8, -0.6], [-0.4, -0.5, 0.3], [-0.3, 1.0, 0.6], [-0.2, 0.6, 0.0], [0.1, -0.9, -1.0], [-0.1, 0.7, 0.1], [0.0, -0.6, -0.2]]
}

Entry 11:
{
  "formula": "C3H4N2OS",
  "method": "ωB97M-V/def2-TZVPD",
  "e_above_lowest_kcal_mol": 81.9,
  "smiles": "O/C=N/C=C\\N=S",
  "max_force_ev_per_a": 4.28,
  "gap_ev": [6.48, 6.47],
  "species": ["C", "C", "C", "N", "N", "O", "S", "H", "H", "H", "H"],
  "xyz": [[0.395813, -0.300071, -0.870812], [1.580149, 0.040451, -0.268089], [-1.108520, -0.175456, 0.888734], [-0.791186, -0.080084, -0.287770], [1.372902, 0.437689, 1.014716], [-2.068091, 0.461864, 1.476794], [2.237748, 0.906101, 2.216830], [0.392248, -0.512949, -1.838880], [2.575722, 0.089713, -0.733861], [-0.595344, -0.799924, 1.593161], [-2.550689, 1.082221, 0.781075]],
  "atomic_forces_ev_per_a": [[0.6, 1.3, 3.5], [0.5, 0.3, 1.3], [1.0, -0.9, 2.8], [-0.3, 0.4, -4.0], [-0.7, 0.2, -0.1], [-3.0, 2.5, -1.5], [1.0, -0.1, 0.0], [-0.2, -1.3, -4.1], [-0.5, -0.2, 0.0], [0.2, -0.5, 0.4], [1.5, -1.7, 1.9]]
}

Entry 12:
{
  "formula": "C3H4N2OS",
  "method": "ωB97M-V/def2-TZVPD",
  "e_above_lowest_kcal_mol": 144.2,
  "max_force_ev_per_a": 5.25,
  "gap_ev": [8.02, 8.02],
  "species": ["C", "C", "C", "N", "N", "O", "S", "H", "H", "H", "H"],
  "xyz": [[1.054025, 0.559579, -1.960543], [1.026701, -0.444783, -0.239955], [-0.148879, -0.442799, 0.627055], [2.135259, -1.022589, -0.194852], [3.054253, -0.864900, -1.094097], [3.419450, 0.412112, -3.329610], [2.685275, 0.352778, -2.090561], [0.498223, 1.462242, -2.061218], [-0.605705, -1.433675, 0.657067], [-0.877060, 0.274515, 0.263216], [0.149146, -0.176782, 1.641209]],
  "atomic_forces_ev_per_a": [[1.2, -2.1, 4.2], [-0.2, 2.8, -4.5], [-0.3, -0.1, 0.3], [-0.1, -0.8, 1.5], [1.3, 0.5, -1.1], [0.6, 0.4, 0.0], [-2.0, -1.0, -0.2], [-0.3, 0.4, -0.3], [0.0, 0.0, 0.0], [-0.1, 0.0, 0.0], [-0.1, 0.0, 0.0]]
}